{"formula": "C26H23IrN3S2Sb", "method": "ωB97M-V with the def2-TZVPD basis set", "e_homo_ha": [-0.4685, -0.5194], "multiplicity": 5, "molar_mass_g_mol": 755.602, "homo_lumo_gap_ev": [6.137, 4.858], "max_force_ha_per_bohr": 0.0639, "s_squared": 6.04, "lumo_energy_ev": [-6.6, -9.3], "total_charge": 2, "elements": ["Ir", "C", "S", "C", "S", "N", "N", "C", "C", "C", "C", "C", "C", "N", "H", "H", "H", "H", "H", "H", "H", "H", "C", "C", "C", "C", "C", "C", "Sb", "C", "C", "C", "C", "C", "C", "C", "C", "C", "C", "C", "C", "H", "H", "H", "H", "H", "H", "H", "H", "H", "H", "H", "H", "H", "H", "H"], "coordinates": [[1.686, 1.308, -0.878], [-2.466, 3.499, -3.521], [-0.804, 4.059, -3.996], [0.122, 3.229, -2.761], [0.303, 1.460, -2.754], [0.696, 3.904, -1.823], [1.382, 3.288, -0.916], [1.872, 3.984, 0.133], [2.517, 3.256, 1.126], [2.997, 3.857, 2.314], [3.614, 3.088, 3.261], [3.793, 1.723, 2.996], [3.277, 1.179, 1.838], [2.632, 1.895, 0.911], [-3.160, 4.030, -4.166], [-2.649, 3.756, -2.480], [-2.550, 2.425, -3.680], [1.741, 5.053, 0.163], [2.843, 4.915, 2.446], [3.967, 3.520, 4.184], [4.318, 1.093, 3.693], [3.400, 0.121, 1.652], [-0.179, -2.318, 4.474], [0.550, -2.789, 3.394], [0.400, -2.212, 2.142], [-0.502, -1.171, 1.988], [-1.236, -0.696, 3.064], [-1.084, -1.283, 4.309], [-0.911, -0.266, 0.055], [0.549, -1.249, -1.202], [0.202, -1.933, -2.354], [1.187, -2.465, -3.175], [2.529, -2.293, -2.862], [2.891, -1.593, -1.724], [1.908, -1.033, -0.901], [-2.710, -1.301, -0.631], [-3.790, -0.634, -1.174], [-4.903, -1.366, -1.565], [-4.914, -2.740, -1.405], [-3.824, -3.391, -0.855], [-2.705, -2.674, -0.462], [-0.034, -2.753, 5.450], [1.239, -3.611, 3.521], [0.961, -2.601, 1.302], [-1.933, 0.120, 2.933], [-1.666, -0.924, 5.143], [-0.841, -2.088, -2.596], [0.906, -3.023, -4.056], [3.286, -2.730, -3.493], [3.932, -1.515, -1.452], [2.178, -0.740, 0.116], [-3.788, 0.442, -1.283], [-5.756, -0.856, -1.984], [-5.780, -3.307, -1.708], [-3.833, -4.462, -0.726], [-1.856, -3.184, -0.026]], "forces_ev_per_angstrom": [[-1.244, 2.066, -1.080], [0.245, -0.282, 0.092], [0.129, -0.045, 0.088], [-0.014, -1.018, -0.174], [0.431, 0.146, 0.533], [-0.177, 1.486, 0.136], [-0.141, -3.021, -1.277], [0.844, 0.964, 1.669], [-0.229, 0.427, -0.185], [-0.117, -0.051, -0.249], [0.084, -0.223, -0.158], [-0.074, 0.127, 0.045], [0.197, -0.257, 0.180], [-0.020, -0.423, 0.035], [-0.023, 0.003, -0.037], [-0.081, 0.056, -0.067], [-0.150, 0.052, -0.034], [-0.068, 0.078, -0.010], [0.019, 0.133, 0.041], [0.059, 0.043, 0.059], [0.023, -0.148, 0.069], [-0.052, -0.033, -0.060], [0.002, 0.022, 0.018], [0.094, -0.031, -0.045], [0.121, -0.122, -0.211], [-0.106, 0.566, -0.750], [-0.183, 0.173, -0.037], [0.012, 0.067, 0.002], [0.145, -1.369, 0.114], [-0.458, 0.235, 0.494], [-0.314, -0.006, -0.010], [-0.005, 0.088, 0.091], [0.150, 0.083, 0.056], [0.179, 0.092, -0.233], [0.024, -0.201, 0.468], [0.528, 0.659, 0.183], [-0.112, 0.301, -0.056], [0.049, 0.093, -0.001], [-0.080, -0.018, -0.036], [0.115, -0.112, 0.023], [0.205, -0.115, 0.142], [-0.026, -0.111, 0.105], [0.062, -0.072, 0.019], [0.027, -0.018, -0.007], [-0.088, 0.057, 0.079], [-0.037, 0.032, 0.093], [-0.058, 0.026, -0.064], [-0.021, -0.040, -0.048], [0.110, -0.032, -0.050], [0.148, 0.086, 0.014], [0.056, -0.215, 0.064], [-0.006, 0.036, -0.023], [-0.067, 0.035, -0.038], [-0.097, -0.070, -0.022], [-0.027, -0.111, 0.005], [0.016, -0.089, 0.040]], "mulliken_spin": [1.265, 0.019, 0.035, 0.174, 0.367, 0.069, 0.268, 0.390, 0.097, 0.140, 0.025, 0.153, 0.046, 0.119, 0.001, 0.000, -0.001, 0.006, 0.005, 0.001, 0.005, 0.021, 0.013, 0.002, 0.013, 0.117, 0.002, 0.001, 0.420, -0.011, -0.023, -0.011, 0.024, -0.024, 0.091, 0.155, -0.034, 0.009, -0.008, 0.017, 0.034, 0.001, 0.001, 0.003, -0.003, 0.000, 0.000, 0.000, 0.001, 0.001, 0.004, -0.005, 0.001, 0.000, 0.002, 0.005]}

---

{"formula": "C26H23N3O2PRhS7Sb", "method": "ωB97M-V with the def2-TZVPD basis set", "e_homo_ha": [-0.1265, -0.1265], "multiplicity": 2, "molar_mass_g_mol": 889.598, "homo_lumo_gap_ev": [6.886, 6.812], "max_force_ha_per_bohr": 0.0073, "relative_energy_kcal_mol": 0.00, "s_squared": 0.76, "lumo_energy_ev": [3.4, 3.4], "total_charge": -2, "elements": ["Rh", "S", "Sb", "S", "S", "S", "C", "N", "O", "C", "O", "C", "C", "C", "C", "C", "C", "H", "H", "H", "H", "H", "C", "C", "C", "C", "N", "C", "S", "N", "C", "H", "H", "H", "H", "H", "H", "H", "H", "S", "P", "S", "C", "C", "C", "C", "C", "C", "C", "C", "C", "C", "C", "C", "H", "H", "H", "H", "H", "H", "H", "H", "H", "H"], "coordinates": [[-0.130, -2.909, 0.062], [3.548, -4.610, -1.079], [1.565, -4.399, -2.069], [-0.304, -5.133, -0.974], [1.323, -3.971, -4.240], [0.870, -3.938, 1.813], [0.908, -2.950, 3.191], [0.976, -2.368, 4.187], [-0.687, -0.405, -3.324], [0.016, -1.014, -2.532], [-0.493, -1.842, -1.665], [1.504, -0.788, -2.539], [2.299, -0.934, -1.411], [3.666, -0.689, -1.481], [4.241, -0.302, -2.678], [3.445, -0.148, -3.811], [2.086, -0.380, -3.738], [1.859, -1.232, -0.468], [4.274, -0.823, -0.596], [5.309, -0.128, -2.738], [3.894, 0.144, -4.753], [1.450, -0.272, -4.605], [-3.881, 0.076, -2.319], [-3.383, 0.430, -0.962], [-3.927, 1.400, -0.169], [-3.294, 1.660, 1.057], [-2.239, 0.972, 1.483], [-1.755, -0.006, 0.713], [-0.450, -0.937, 1.338], [-2.310, -0.251, -0.498], [-3.808, 2.749, 1.937], [-4.840, 0.556, -2.499], [-3.971, -1.006, -2.424], [-3.157, 0.414, -3.061], [-4.789, 1.971, -0.494], [-1.832, -0.942, -1.105], [-4.894, 2.686, 2.023], [-3.602, 3.713, 1.465], [-3.338, 2.695, 2.916], [-6.734, 3.507, -1.687], [-5.148, 4.615, -2.162], [-4.060, 5.467, -0.738], [-5.667, 5.917, -3.362], [-6.897, 5.857, -4.004], [-7.249, 6.819, -4.943], [-6.372, 7.848, -5.249], [-5.141, 7.916, -4.606], [-4.793, 6.959, -3.666], [-4.061, 3.610, -3.256], [-2.706, 3.461, -2.992], [-1.905, 2.692, -3.830], [-2.450, 2.089, -4.952], [-3.804, 2.249, -5.232], [-4.606, 2.994, -4.382], [-7.576, 5.053, -3.744], [-8.214, 6.765, -5.434], [-6.647, 8.598, -5.981], [-4.453, 8.721, -4.835], [-3.845, 7.015, -3.144], [-2.292, 3.941, -2.114], [-0.861, 2.533, -3.592], [-1.828, 1.468, -5.583], [-4.239, 1.770, -6.101], [-5.668, 3.090, -4.576]], "forces_ev_per_angstrom": [[-0.046, 0.211, 0.153], [0.025, -0.012, 0.019], [0.180, -0.109, -0.227], [-0.036, 0.285, 0.239], [0.004, 0.010, 0.000], [-0.120, -0.128, -0.153], [-0.054, 0.023, 0.004], [0.041, 0.001, -0.012], [-0.037, 0.026, -0.005], [-0.069, 0.040, 0.029], [0.059, -0.249, -0.049], [0.055, 0.041, -0.025], [-0.019, -0.028, 0.054], [-0.011, 0.000, -0.005], [-0.029, 0.001, -0.024], [0.051, 0.005, 0.019], [-0.037, 0.002, 0.013], [-0.002, 0.011, -0.024], [0.005, -0.001, -0.005], [0.001, -0.002, 0.004], [0.000, 0.000, 0.000], [-0.001, 0.007, -0.008], [-0.010, -0.016, 0.031], [-0.134, 0.002, -0.069], [0.102, 0.006, 0.032], [0.031, -0.054, 0.039], [-0.050, 0.023, -0.009], [-0.059, -0.030, 0.005], [0.059, -0.046, -0.013], [0.082, -0.026, -0.035], [0.009, 0.031, -0.003], [0.015, 0.016, -0.011], [-0.009, -0.006, -0.001], [0.006, -0.027, -0.017], [0.013, -0.007, -0.008], [-0.037, 0.032, 0.062], [0.007, -0.011, 0.010], [0.003, -0.002, -0.007], [-0.003, 0.006, -0.005], [0.015, -0.017, 0.000], [-0.019, -0.013, 0.007], [-0.022, -0.012, -0.008], [0.038, 0.019, -0.002], [-0.022, 0.000, 0.010], [-0.009, -0.004, 0.000], [0.018, 0.011, 0.002], [-0.006, 0.001, -0.003], [-0.020, -0.029, -0.004], [0.004, 0.038, -0.015], [0.015, -0.022, 0.004], [0.010, -0.025, 0.015], [-0.010, 0.003, -0.016], [0.001, 0.003, 0.004], [0.011, 0.015, 0.006], [-0.001, 0.001, -0.005], [-0.001, -0.005, 0.003], [0.005, 0.002, 0.000], [-0.003, 0.002, -0.003], [0.003, -0.002, 0.001], [0.000, 0.008, 0.008], [0.007, 0.005, 0.007], [0.000, -0.003, -0.005], [0.004, -0.003, -0.001], [-0.002, 0.000, -0.003]], "mulliken_spin": [0.891, -0.006, -0.007, -0.006, -0.002, 0.090, -0.011, 0.031, -0.002, -0.006, 0.036, -0.003, 0.007, 0.002, 0.000, 0.000, 0.003, 0.002, 0.000, 0.000, 0.000, 0.001, 0.001, 0.004, 0.000, 0.000, 0.000, 0.006, -0.019, 0.005, 0.000, 0.000, 0.000, 0.000, 0.000, -0.019, 0.000, 0.000, 0.000, 0.000, 0.000, 0.000, 0.000, 0.000, 0.000, 0.000, 0.000, 0.000, 0.000, 0.000, 0.000, 0.000, 0.000, 0.000, 0.000, 0.000, 0.000, 0.000, 0.000, 0.000, 0.000, 0.000, 0.000, 0.000]}

---

{"formula": "C26H23N7SSe2Zn", "method": "ωB97M-V with the def2-TZVPD basis set", "e_homo_ha": -0.2193, "molar_mass_g_mol": 688.896, "homo_lumo_gap_ev": 4.787, "max_force_ha_per_bohr": 0.0016, "relative_energy_kcal_mol": 0.00, "lumo_energy_ev": -1.2, "total_charge": 0, "elements": ["Zn", "Se", "Se", "C", "C", "C", "C", "C", "N", "C", "C", "C", "C", "C", "N", "H", "H", "H", "H", "H", "H", "H", "H", "S", "N", "C", "C", "C", "C", "C", "N", "C", "C", "N", "C", "C", "C", "C", "C", "N", "H", "H", "H", "H", "H", "H", "C", "C", "C", "C", "N", "H", "H", "H", "H", "H", "H", "H", "H", "H"], "coordinates": [[0.717, 0.027, 0.297], [4.005, 0.436, -0.202], [3.553, -1.069, -1.900], [1.893, -0.396, -2.603], [1.767, -0.374, -3.983], [0.566, 0.049, -4.531], [-0.451, 0.461, -3.688], [-0.243, 0.420, -2.322], [0.910, -0.020, -1.790], [3.488, -0.666, 1.289], [4.434, -1.121, 2.190], [4.000, -1.886, 3.265], [2.653, -2.174, 3.394], [1.773, -1.678, 2.447], [2.190, -0.935, 1.420], [2.598, -0.667, -4.608], [0.439, 0.073, -5.605], [-1.398, 0.813, -4.071], [-0.999, 0.732, -1.600], [5.478, -0.886, 2.047], [4.714, -2.254, 3.990], [2.278, -2.765, 4.216], [0.702, -1.843, 2.498], [-4.078, 1.894, 5.253], [-2.992, 2.809, 4.457], [-2.545, 2.099, 3.441], [-1.577, 2.565, 2.465], [-0.986, 3.785, 2.483], [0.094, 4.073, 1.598], [0.677, 3.008, 0.959], [0.174, 1.766, 0.968], [-1.206, 1.639, 1.364], [-1.820, 0.286, 1.285], [-0.984, -0.794, 0.818], [-1.594, -1.979, 0.650], [-2.803, -2.301, 1.213], [-3.333, -1.392, 2.177], [-2.806, -0.150, 2.307], [-3.139, 0.787, 3.366], [-4.007, 0.556, 4.329], [-1.285, 4.507, 3.234], [0.562, 5.046, 1.576], [1.638, 3.129, 0.464], [-1.037, -2.727, 0.091], [-3.231, -3.281, 1.064], [-4.102, -1.716, 2.869], [-2.988, 3.131, -0.992], [-3.380, 1.891, -0.187], [-4.398, 2.309, 0.880], [-4.029, 0.845, -1.093], [-2.109, 1.295, 0.252], [-3.870, 3.618, -1.413], [-2.315, 2.862, -1.810], [-2.467, 3.845, -0.350], [-5.268, 2.737, 0.375], [-3.997, 3.069, 1.548], [-4.743, 1.460, 1.468], [-4.966, 1.220, -1.510], [-4.238, -0.065, -0.527], [-3.363, 0.582, -1.918]], "forces_ev_per_angstrom": [[0.045, -0.054, -0.046], [0.014, 0.018, 0.019], [0.015, -0.047, -0.001], [-0.007, 0.025, 0.002], [-0.007, 0.007, 0.001], [0.006, -0.003, -0.011], [-0.015, 0.008, 0.000], [0.015, -0.015, 0.019], [-0.014, 0.006, -0.005], [-0.010, 0.004, -0.002], [-0.011, 0.004, 0.002], [0.010, -0.001, 0.000], [-0.011, -0.005, 0.006], [0.004, 0.007, -0.009], [0.001, 0.008, -0.015], [0.004, 0.001, 0.005], [0.000, 0.001, 0.001], [-0.001, -0.002, 0.001], [-0.007, 0.009, 0.004], [0.001, -0.001, -0.001], [-0.001, 0.000, 0.001], [0.004, 0.000, 0.001], [0.001, -0.002, 0.002], [0.011, -0.007, 0.003], [-0.006, -0.021, -0.015], [-0.018, -0.001, 0.025], [-0.001, 0.037, 0.005], [0.008, -0.028, -0.025], [0.001, -0.017, -0.006], [0.018, 0.016, -0.003], [-0.005, 0.008, -0.004], [0.002, 0.051, 0.055], [-0.017, -0.011, 0.011], [0.005, 0.047, -0.001], [-0.013, -0.028, 0.002], [0.021, 0.011, -0.004], [0.014, 0.013, -0.014], [-0.028, -0.033, 0.002], [-0.003, 0.003, 0.024], [0.002, 0.026, -0.010], [-0.001, 0.001, 0.004], [0.000, 0.002, 0.002], [-0.005, 0.001, 0.002], [-0.005, 0.001, -0.001], [0.001, -0.002, 0.000], [-0.002, 0.000, 0.002], [0.014, 0.003, 0.004], [0.011, 0.026, -0.009], [-0.009, -0.001, -0.007], [0.001, -0.022, 0.003], [-0.025, -0.044, -0.027], [-0.006, -0.004, 0.004], [0.002, -0.005, 0.000], [-0.001, 0.000, -0.002], [-0.002, 0.000, 0.005], [0.001, 0.002, -0.001], [0.003, -0.003, 0.001], [0.000, 0.004, 0.001], [-0.003, 0.004, -0.002], [-0.003, 0.006, 0.000]], "nbo_charge": [1.666, 0.210, 0.202, 0.063, -0.278, -0.130, -0.241, 0.059, -0.613, 0.040, -0.250, -0.134, -0.238, 0.074, -0.595, 0.236, 0.229, 0.237, 0.274, 0.240, 0.231, 0.239, 0.247, 0.808, -0.622, 0.123, -0.183, -0.130, -0.421, 0.076, -0.857, 0.305, 0.196, -0.852, 0.064, -0.418, -0.162, -0.115, 0.192, -0.643, 0.222, 0.213, 0.179, 0.180, 0.213, 0.221, -0.603, 0.122, -0.636, -0.603, -0.527, 0.203, 0.195, 0.224, 0.207, 0.222, 0.218, 0.204, 0.224, 0.191]}